[1]
This record from the OMol25 dataset describes a cluster of 12 separate species, C22H68O18 in total. The level of theory is ωB97M-V/def2-TZVPD.

Its HOMO energy is -9.71 eV. The calculation puts the molar mass at 620.77 g/mol. The calculation puts the total energy at -60764.2174 eV. The SMILES is OCCO.OCCO.OCCO.OCCO.OCCO.OCCO.CCO.CCO.CCO.CCO.CO.CO. The calculation puts the orbital gap at 0.365 Ha.

Each line ends with the Löwdin charge.
Cartesian coordinates (Å):
C 4.691 1.758 1.485  -0.136
O 5.033 0.661 0.618  -0.138
H 3.608 1.777 1.607  0.057
H 5.174 1.595 2.448  0.078
H 5.106 2.719 1.180  0.081
H 4.893 1.017 -0.262  0.023
C 4.898 1.150 -2.886  -0.113
O 3.677 1.231 -2.072  -0.141
H 5.386 2.124 -2.849  0.081
H 5.582 0.402 -2.485  0.081
H 4.759 0.993 -3.955  0.073
H 3.356 0.326 -2.056  0.047
C -3.935 -3.019 1.069  -0.216
C -4.314 -1.812 0.248  -0.263
O -3.576 -0.639 0.185  -0.062
O -2.633 -3.502 0.759  -0.055
H -4.602 -3.836 0.793  0.124
H -4.076 -2.808 2.129  0.101
H -5.312 -1.425 0.450  0.124
H -4.453 -2.066 -0.803  0.096
H -2.679 -0.835 -0.094  0.032
H -1.960 -3.139 1.340  0.083
C -0.372 0.324 -5.050  -0.193
C -0.866 1.698 -5.549  -0.241
O -0.037 2.503 -6.380  -0.057
O 0.276 0.332 -3.754  -0.097
H 0.366 -0.009 -5.780  0.119
H -1.308 -0.234 -5.012  0.115
H -0.961 2.321 -4.659  0.090
H -1.861 1.519 -5.955  0.121
H 0.777 2.600 -5.880  0.079
H 0.858 1.073 -3.571  0.068
C -0.524 1.224 5.287  -0.219
C 0.694 0.410 5.299  -0.269
O 0.626 -0.581 4.301  -0.064
O -0.660 1.829 3.972  -0.078
H -0.380 2.003 6.036  0.118
H -1.412 0.708 5.651  0.116
H 0.826 -0.089 6.260  0.129
H 1.636 0.958 5.276  0.125
H 0.395 -0.012 3.563  0.058
H -1.565 1.684 3.687  0.031
C 3.872 -2.474 2.592  -0.199
C 3.960 -2.572 4.089  -0.298
O 3.201 -1.595 4.671  -0.054
O 2.525 -2.771 2.128  -0.071
H 4.612 -3.220 2.301  0.121
H 4.054 -1.448 2.272  0.113
H 4.975 -2.613 4.484  0.124
H 3.544 -3.507 4.465  0.119
H 2.387 -1.577 4.162  0.045
H 2.560 -3.655 1.754  0.085
C -4.413 0.970 4.378  -0.242
C -3.883 0.120 3.258  -0.240
O -2.693 0.597 2.726  -0.071
O -4.124 0.526 5.671  -0.070
H -5.486 0.779 4.394  0.119
H -4.143 2.026 4.359  0.138
H -4.583 0.419 2.477  0.121
H -3.903 -0.957 3.424  0.122
H -2.453 0.020 1.998  0.062
H -4.093 -0.430 5.580  0.081
C -0.096 -0.081 0.411  -0.203
C 1.240 0.379 -0.209  -0.223
O 1.922 -0.830 -0.371  -0.051
O -0.926 -0.821 -0.468  -0.070
H -0.642 0.793 0.764  0.111
H 0.035 -0.631 1.342  0.115
H 1.657 1.171 0.413  0.110
H 1.170 0.960 -1.128  0.104
H 2.386 -0.994 0.453  0.072
H -0.383 -1.316 -1.086  0.075
C 0.841 4.589 0.342  -0.066
C 1.798 5.348 1.302  -0.323
O 2.705 4.586 2.038  -0.069
H 1.316 3.814 -0.260  0.061
H 0.353 5.089 -0.494  0.064
H 0.101 4.073 0.954  0.057
H 1.243 6.002 1.975  0.108
H 2.433 6.059 0.774  0.107
H 2.153 4.162 2.700  0.082
C 1.289 -2.742 -3.130  -0.066
C 2.000 -4.080 -3.594  -0.259
O 0.941 -4.980 -3.770  -0.097
H 0.577 -2.343 -3.854  0.066
H 2.083 -2.009 -2.989  0.056
H 0.879 -2.845 -2.126  0.064
H 2.790 -4.373 -2.903  0.112
H 2.370 -3.921 -4.607  0.110
H 0.855 -5.111 -4.717  0.100
C -1.950 2.698 -2.043  -0.093
C -2.306 3.613 -0.929  -0.336
O -2.047 4.894 -1.395  -0.082
H -2.734 2.659 -2.799  0.083
H -1.803 1.677 -1.691  0.069
H -1.029 2.971 -2.559  0.067
H -1.755 3.376 -0.019  0.095
H -3.371 3.594 -0.700  0.115
H -2.334 5.007 -2.304  0.087
C -3.570 -3.021 -3.428  -0.080
C -2.424 -3.875 -2.798  -0.266
O -1.616 -4.089 -3.952  -0.113
H -3.336 -1.972 -3.606  0.062
H -4.466 -2.965 -2.810  0.046
H -3.941 -3.423 -4.370  0.070
H -2.781 -4.848 -2.459  0.108
H -1.914 -3.374 -1.976  0.089
H -0.761 -4.441 -3.696  0.014

[2]
This record from the OMol25 dataset describes a structure of composition C39H46F10N3O35S3. The level of theory is ωB97M-V/def2-TZVPD.

Its HOMO energy is -6.38 eV. The calculation puts the molar mass at 1402.96 g/mol. The calculation puts the total energy at -177004.5807 eV. The charge is -1. The calculation puts the orbital gap at 0.292 Ha.

Each line ends with the Löwdin charge.
Cartesian coordinates (Å):
O -4.176 0.585 0.039  -0.385
S -3.059 -0.228 -0.378  0.494
O -2.427 -0.875 0.755  -0.410
N -1.985 0.609 -1.170  -0.333
S -2.163 0.535 -2.759  0.498
O -2.290 -0.843 -3.231  -0.386
O -3.260 1.333 -3.258  -0.353
C -0.630 1.167 -3.430  -0.224
C 0.500 0.126 -3.261  -0.195
C 1.785 0.804 -2.731  -0.204
C 3.008 0.715 -3.657  -0.194
C 4.244 1.002 -2.788  -0.215
C 5.462 1.524 -3.542  -0.252
C 6.644 1.544 -2.545  -0.465
S 7.930 2.735 -3.002  1.005
C 7.423 4.106 -2.075  -0.705
N 8.151 4.943 -1.477  0.040
N 7.309 5.855 -0.847  0.053
C 6.131 5.476 -1.125  -0.231
O 6.089 4.396 -1.897  0.039
H -3.575 -1.200 -1.162  0.071
H -0.764 1.439 -4.472  0.102
H -0.411 2.074 -2.880  0.077
H 0.180 -0.564 -2.489  0.093
H 0.698 -0.449 -4.159  0.097
H 1.641 1.852 -2.476  0.085
H 2.080 0.278 -1.823  0.109
H 2.928 1.387 -4.511  0.114
H 3.085 -0.310 -4.019  0.108
H 4.517 0.087 -2.267  0.123
H 3.948 1.794 -2.101  0.114
H 5.736 0.893 -4.389  0.111
H 5.290 2.529 -3.922  0.097
H 7.052 0.541 -2.481  0.059
H 6.221 1.778 -1.575  0.046
H 5.261 5.994 -0.773  0.132
C 6.424 3.332 2.547  -0.037
C 5.020 3.236 2.000  -0.301
O 5.196 2.392 0.871  0.130
C 6.257 1.586 1.138  -0.546
O 6.523 0.606 0.523  0.167
O 6.970 2.054 2.188  0.082
F 4.563 4.443 1.583  0.077
H 7.000 4.122 2.062  0.143
H 6.451 3.481 3.623  0.140
H 4.295 2.792 2.680  0.155
C -2.449 -4.003 2.081  -0.047
C -0.965 -4.069 2.322  -0.303
O -0.741 -5.462 2.481  0.125
C -1.704 -6.104 1.753  -0.555
O -1.663 -7.250 1.454  0.173
O -2.697 -5.251 1.415  0.078
F -0.606 -3.432 3.469  0.062
H -3.015 -3.971 3.013  0.145
H -2.735 -3.155 1.459  0.113
H -0.358 -3.693 1.498  0.178
C 9.117 -3.200 0.704  -0.062
C 9.291 -1.827 1.309  -0.314
O 9.540 -1.026 0.172  0.140
C 8.905 -1.618 -0.879  -0.537
O 8.684 -1.093 -1.914  0.182
O 8.553 -2.899 -0.576  0.061
F 10.367 -1.776 2.135  0.076
H 10.071 -3.713 0.570  0.145
H 8.450 -3.835 1.283  0.123
H 8.414 -1.445 1.837  0.167
C 0.950 0.887 1.798  -0.044
C 1.121 2.258 2.379  -0.294
O 1.440 3.044 1.242  0.128
C 0.833 2.425 0.175  -0.534
O 0.674 2.907 -0.895  0.158
O 0.447 1.180 0.493  0.076
F 2.171 2.301 3.252  0.056
H 1.901 0.359 1.708  0.109
H 0.250 0.279 2.356  0.120
H 0.230 2.660 2.861  0.166
C 5.314 -3.159 1.144  -0.041
C 5.252 -3.367 2.635  -0.303
O 4.941 -2.070 3.105  0.142
C 4.241 -1.449 2.111  -0.528
O 3.611 -0.456 2.258  0.169
O 4.362 -2.113 0.942  0.096
F 6.457 -3.747 3.141  0.066
H 6.296 -2.816 0.812  0.124
H 5.042 -4.049 0.581  0.149
H 4.486 -4.069 2.966  0.176
C -0.599 -3.405 -4.814  -0.048
C -0.564 -4.905 -4.962  -0.311
O 0.826 -5.184 -4.940  0.125
C 1.412 -4.201 -4.192  -0.553
O 2.510 -4.262 -3.749  0.170
O 0.565 -3.161 -4.016  0.066
F -1.077 -5.310 -6.153  0.068
H -0.502 -2.896 -5.774  0.148
H -1.495 -3.043 -4.313  0.128
H -1.056 -5.452 -4.157  0.173
C -2.388 -0.235 5.715  -0.043
C -1.259 -0.293 4.721  -0.306
O -0.115 -0.358 5.555  0.132
C -0.506 -0.967 6.715  -0.547
O 0.235 -1.413 7.522  0.181
O -1.859 -0.995 6.809  0.076
F -1.197 0.836 3.967  0.069
H -2.593 0.784 6.044  0.148
H -3.306 -0.677 5.334  0.127
H -1.283 -1.163 4.062  0.158
C -7.759 -0.132 4.586  -0.049
C -6.755 -1.082 5.192  -0.317
O -6.126 -0.279 6.175  0.121
C -7.046 0.652 6.576  -0.547
O -6.951 1.311 7.553  0.187
O -8.080 0.708 5.702  0.073
F -5.828 -1.480 4.289  0.075
H -7.319 0.469 3.789  0.149
H -8.645 -0.634 4.207  0.139
H -7.193 -1.962 5.669  0.173
C -6.971 0.609 -1.832  -0.049
C -8.414 0.548 -2.269  -0.317
O -8.432 -0.576 -3.128  0.122
C -7.437 -1.417 -2.698  -0.549
O -7.340 -2.553 -3.019  0.176
O -6.604 -0.773 -1.857  0.074
F -8.782 1.652 -2.974  0.057
H -6.345 1.163 -2.534  0.150
H -6.839 1.028 -0.839  0.134
H -9.126 0.392 -1.456  0.169
C -11.721 3.800 -3.931  -0.052
C -11.720 4.032 -2.439  -0.320
O -11.885 5.436 -2.347  0.133
C -12.580 5.830 -3.455  -0.550
O -13.112 6.879 -3.576  0.183
O -12.583 4.848 -4.392  0.070
F -10.539 3.681 -1.882  0.074
H -10.728 3.926 -4.361  0.147
H -12.110 2.825 -4.211  0.140
H -12.532 3.536 -1.904  0.172